{"formula": "C33H87N5O13", "method": "ωB97M-V/def2-TZVPD", "total_charge": 0, "orbital_gap_ev": 8.961, "e_above_lowest_kcal_mol": 5.2, "energy_ha": -2561.11104, "smiles": "COCCNCCOC.COCCNCCOC.COCCNCCOC.COCCNCCOC.COCCNCCOC.CO.CO.CO", "max_force_ha_per_bohr": 0.0480, "species": ["C", "O", "C", "C", "N", "C", "C", "O", "C", "H", "H", "H", "H", "H", "H", "H", "H", "H", "H", "H", "H", "H", "H", "H", "C", "O", "C", "C", "N", "C", "C", "O", "C", "H", "H", "H", "H", "H", "H", "H", "H", "H", "H", "H", "H", "H", "H", "H", "C", "O", "C", "C", "N", "C", "C", "O", "C", "H", "H", "H", "H", "H", "H", "H", "H", "H", "H", "H", "H", "H", "H", "H", "C", "O", "C", "C", "N", "C", "C", "O", "C", "H", "H", "H", "H", "H", "H", "H", "H", "H", "H", "H", "H", "H", "H", "H", "C", "O", "C", "C", "N", "C", "C", "O", "C", "H", "H", "H", "H", "H", "H", "H", "H", "H", "H", "H", "H", "H", "H", "H", "C", "O", "H", "H", "H", "H", "C", "O", "H", "H", "H", "H", "C", "O", "H", "H", "H", "H"], "positions_angstrom": [[0.0866, -1.3569, 3.0510], [-0.1671, -1.0909, 4.3890], [0.6658, -1.8085, 5.2663], [2.1747, -1.6402, 5.0174], [2.6358, -0.2729, 5.1807], [4.1050, -0.1602, 5.0073], [4.8807, -0.5775, 6.2556], [4.5611, 0.2841, 7.3177], [5.2359, -0.0703, 8.5138], [1.0885, -1.0434, 2.7330], [-0.6080, -0.9330, 2.3257], [0.0328, -2.4396, 2.8509], [0.4773, -2.8843, 5.1283], [0.3981, -1.5910, 6.2974], [2.4778, -2.0701, 4.0642], [2.5793, -2.3027, 5.8035], [2.5564, -0.0131, 6.1626], [4.3015, 0.9040, 4.8381], [4.4935, -0.6609, 4.1196], [5.9584, -0.5246, 6.0445], [4.5979, -1.6198, 6.4634], [5.2092, -1.1577, 8.6655], [4.6217, 0.3242, 9.3225], [6.2827, 0.2361, 8.5219], [3.0326, 10.4273, -4.9688], [2.0780, 9.3927, -5.1102], [1.3632, 9.0955, -3.9415], [2.1301, 8.2921, -2.8980], [2.7618, 7.1399, -3.4934], [3.5342, 6.2837, -2.5763], [2.6993, 5.4560, -1.6538], [2.4594, 4.1958, -2.2745], [1.6438, 3.3491, -1.5032], [3.8556, 10.1702, -4.2979], [2.5057, 11.2965, -4.5518], [3.3889, 10.7031, -5.9568], [0.4889, 8.5281, -4.2619], [1.0193, 10.0177, -3.4520], [1.4262, 7.9659, -2.1301], [2.8602, 8.9674, -2.4166], [3.1956, 7.3634, -4.3731], [4.0899, 7.0248, -1.9787], [4.2212, 5.7075, -3.1884], [1.7761, 5.9575, -1.3364], [3.1979, 5.2303, -0.6985], [0.7317, 3.7678, -1.0683], [2.2718, 2.8668, -0.7418], [1.3014, 2.5496, -2.1665], [1.2539, -7.1876, -0.6585], [1.8337, -5.9472, -0.3701], [1.7127, -5.6063, 1.0058], [1.8641, -4.1247, 1.2732], [3.2791, -3.7529, 1.0810], [3.5179, -2.3207, 1.0042], [3.2943, -1.7266, -0.3963], [4.2340, -2.2575, -1.2743], [4.2704, -1.6211, -2.5432], [1.7447, -8.0422, -0.1866], [1.2713, -7.3275, -1.7392], [0.1892, -7.2170, -0.3908], [2.4026, -6.1945, 1.6132], [0.6919, -5.8880, 1.2929], [1.6620, -3.8811, 2.3166], [1.2126, -3.5136, 0.6368], [3.6326, -4.1757, 0.2280], [4.5664, -2.0919, 1.2046], [2.8421, -1.8174, 1.6953], [3.4182, -0.6320, -0.3241], [2.2365, -1.8115, -0.6939], [4.3887, -0.5370, -2.4502], [3.2965, -1.8204, -3.0022], [5.0926, -2.0389, -3.1129], [-7.0528, -0.2606, 0.8820], [-5.9911, 0.1138, 0.0206], [-5.6283, -0.8703, -0.9007], [-4.3218, -0.5324, -1.5843], [-4.3913, 0.7892, -2.2035], [-3.1424, 1.1567, -2.8736], [-3.1252, 2.5868, -3.3177], [-3.1042, 3.4337, -2.1884], [-3.1179, 4.8045, -2.4866], [-7.4314, 0.6809, 1.2779], [-6.6752, -0.9615, 1.6275], [-7.8998, -0.6930, 0.3373], [-6.3361, -1.0118, -1.7291], [-5.4772, -1.8525, -0.4295], [-4.1660, -1.2542, -2.3883], [-3.4508, -0.5466, -0.9112], [-4.5040, 1.4943, -1.4788], [-3.0284, 0.5332, -3.7650], [-2.3100, 0.9829, -2.1743], [-3.9313, 2.9023, -3.9924], [-2.1830, 2.7485, -3.8706], [-3.3250, 5.3990, -1.6043], [-3.8609, 5.0416, -3.2576], [-2.1521, 5.0709, -2.9322], [0.7208, -2.1525, -3.7853], [-0.4963, -2.8487, -3.7596], [-0.4675, -3.9993, -2.9251], [-0.2409, -3.6820, -1.4378], [-1.2775, -2.8666, -0.8430], [-2.1863, -3.6018, 0.0678], [-3.0970, -4.5834, -0.6613], [-3.8641, -3.8669, -1.6046], [-4.8176, -4.6485, -2.2941], [1.5376, -2.7574, -4.2038], [1.0970, -1.8114, -2.8154], [0.5510, -1.3029, -4.4432], [0.3421, -4.6291, -3.3069], [-1.4262, -4.5126, -2.9841], [0.7290, -3.1786, -1.3791], [-0.0570, -4.6572, -0.9851], [-1.9282, -2.4258, -1.4894], [-2.7500, -2.8338, 0.5966], [-1.5802, -4.1290, 0.8050], [-3.8001, -5.0927, 0.0069], [-2.4534, -5.3382, -1.1300], [-5.3274, -4.0273, -3.0279], [-5.5961, -4.9086, -1.5633], [-4.3833, -5.5408, -2.7475], [-3.7226, -1.2966, 2.8115], [-3.2171, -2.5957, 3.0406], [-3.3883, -0.5435, 3.5299], [-3.3557, -0.9527, 1.8457], [-4.8153, -1.2637, 2.7976], [-3.4713, -2.9336, 3.9014], [-3.5624, 2.1373, 1.4516], [-2.4327, 1.7088, 2.1885], [-3.3613, 2.4363, 0.4190], [-4.3715, 1.4108, 1.5731], [-3.9350, 3.0573, 1.9191], [-1.9386, 1.1217, 1.5867], [0.0352, 0.1195, -0.0161], [-1.2946, -0.0791, 0.4057], [0.7384, -0.5287, 0.5197], [0.1124, -0.0491, -1.0923], [0.3695, 1.1189, 0.2626], [-1.5972, -0.9746, 0.1985]], "lowdin_charge": [-0.1244, -0.1536, -0.2105, -0.2338, -0.0318, -0.1940, -0.2509, -0.1910, -0.1032, 0.0691, 0.0693, 0.0838, 0.1179, 0.1230, 0.0935, 0.1125, 0.1042, 0.1141, 0.1120, 0.1262, 0.1137, 0.0845, 0.0890, 0.0879, -0.1032, -0.1931, -0.2360, -0.2343, -0.0657, -0.1864, -0.2265, -0.1862, -0.1328, 0.0840, 0.0877, 0.0873, 0.1251, 0.1190, 0.1122, 0.1114, 0.1039, 0.1117, 0.1244, 0.1148, 0.1246, 0.0895, 0.0849, 0.0817, -0.1280, -0.2022, -0.2121, -0.1935, -0.0452, -0.1876, -0.2572, -0.1773, -0.0731, 0.0907, 0.0891, 0.0831, 0.1293, 0.1137, 0.1046, 0.0922, 0.1030, 0.1177, 0.0894, 0.1244, 0.0860, 0.0908, 0.0616, 0.0910, -0.0935, -0.1957, -0.2420, -0.2104, -0.0417, -0.2090, -0.2341, -0.2068, -0.1116, 0.0916, 0.0702, 0.0883, 0.1280, 0.1167, 0.1160, 0.0981, 0.0937, 0.1246, 0.1146, 0.1264, 0.1250, 0.0868, 0.0851, 0.0862, -0.1240, -0.1735, -0.1831, -0.2102, -0.0274, -0.1637, -0.2116, -0.2207, -0.0946, 0.0894, 0.0510, 0.0967, 0.1249, 0.1134, 0.0796, 0.1023, 0.1010, 0.0900, 0.1186, 0.1280, 0.1130, 0.0885, 0.0903, 0.0893, -0.1480, -0.1173, 0.0887, 0.0546, 0.0659, 0.0807, -0.1542, -0.1379, 0.0686, 0.0604, 0.0774, 0.0228, -0.1229, -0.1731, 0.0558, 0.0798, 0.0902, 0.0391]}